Record 1
{
  "formula": "C5H10N2O",
  "method": "ωB97M-V with the def2-TZVPD basis set",
  "relative_energy_kj_mol": 430.7,
  "homo_lumo_gap_ev": 8.6,
  "spin_multiplicity": 1,
  "homo_energy_ev": -7.936,
  "symbols": ["C", "C", "C", "C", "N", "N", "C", "O", "H", "H", "H", "H", "H", "H", "H", "H", "H", "H"],
  "xyz": [[0.244, -1.780, -1.153], [-0.820, 0.382, 0.156], [0.845, 0.652, 0.032], [0.085, -0.406, -0.602], [-1.449, -0.053, 1.370], [-1.550, 1.459, -0.458], [1.539, -0.156, 0.942], [1.341, 1.794, -0.595], [1.740, 2.343, 0.094], [-1.397, -1.055, 1.493], [-2.417, 0.240, 1.398], [-1.406, 2.325, 0.055], [-1.224, 1.612, -1.403], [1.288, -1.981, -1.398], [-0.102, -2.569, -0.477], [-0.342, -1.869, -2.074], [2.592, -0.387, 0.809], [1.033, -0.551, 1.810]],
  "forces_ev_per_angstrom": [[0.0003, -0.0955, -0.0396], [0.1946, 0.0645, 0.0584], [-0.1003, 0.4243, 0.0353], [0.1490, -0.1626, 0.3325], [0.0810, 0.0353, -0.0913], [0.1455, -0.0567, 0.0759], [-0.3990, -0.1075, -0.4224], [-0.0297, -0.1335, 0.1641], [-0.0383, -0.0679, -0.0647], [0.0000, 0.0362, -0.0261], [0.0565, -0.0072, -0.0279], [-0.0149, -0.0614, -0.0251], [0.0111, -0.0217, 0.0412], [-0.0444, 0.0195, 0.0085], [0.0234, 0.0568, -0.0307], [0.0473, 0.0213, 0.0570], [-0.0132, 0.0393, -0.0059], [-0.0687, 0.0168, -0.0392]]
}

Record 2
{
  "formula": "C4H7N4O6",
  "method": "ωB97M-V with the def2-TZVPD basis set",
  "charge": -1,
  "relative_energy_kj_mol": 0.0,
  "homo_lumo_gap_ev": [7.3, 7.3],
  "spin_multiplicity": 1,
  "homo_energy_ev": [-3.759, -3.758],
  "symbols": ["C", "C", "C", "C", "N", "N", "N", "N", "O", "O", "O", "O", "O", "O", "H", "H", "H", "H", "H", "H", "H"],
  "xyz": [[-3.654, 0.528, -0.417], [0.900, 2.011, 0.834], [0.162, 1.589, -0.419], [-0.629, 0.560, -0.525], [3.454, -0.525, 0.088], [-0.757, -1.606, 0.155], [2.308, -0.840, 0.282], [-1.220, -0.392, 0.135], [-3.130, 0.912, -1.404], [1.744, -1.798, -0.536], [-2.446, -0.162, 0.636], [-4.665, 0.400, 0.179], [4.172, -1.097, -0.928], [-1.684, -2.558, 0.600], [1.472, 2.918, 0.650], [1.582, 1.222, 1.147], [0.195, 2.194, 1.644], [0.340, 2.199, -1.296], [0.761, -1.832, -0.264], [3.568, -1.700, -1.404], [-2.471, -2.023, 0.845]],
  "forces_ev_per_angstrom": [[-0.1622, 0.2169, -0.7625], [-0.0889, -0.1471, -0.0411], [0.3062, 0.1230, 0.3247], [-0.1249, 0.2698, -0.2442], [1.3258, 0.7934, 0.2894], [0.5670, -0.8715, 0.2874], [-2.0408, -0.8039, 0.2534], [-0.4914, 0.4727, -0.3771], [0.3272, 0.2717, -0.7396], [1.2351, 0.1879, -0.2285], [0.4922, -0.4486, 0.6305], [-0.7606, -0.2385, 0.9188], [-0.2745, -0.6652, -0.6640], [-0.4299, 0.3844, 0.0385], [0.0451, 0.0893, 0.0437], [0.0107, 0.0865, 0.0660], [-0.0259, 0.0519, 0.0900], [-0.0630, 0.0388, -0.1817], [-0.0271, 0.2257, 0.1771], [-0.0333, 0.0758, 0.1427], [0.2134, -0.1131, -0.0234]]
}

Record 3
{
  "formula": "C15H16AsBrNO2Se3TcTe",
  "method": "ωB97M-V with the def2-TZVPD basis set",
  "charge": 1,
  "relative_energy_kj_mol": 0.0,
  "homo_lumo_gap_ev": [6.0, 6.0],
  "spin_multiplicity": 2,
  "homo_energy_ev": [-11.002, -11.609],
  "symbols": ["Tc", "Se", "Se", "Te", "Se", "Br", "C", "C", "N", "C", "C", "C", "C", "O", "O", "H", "H", "H", "C", "As", "C", "C", "C", "C", "C", "C", "C", "C", "H", "H", "H", "H", "H", "H", "H", "H", "H", "H", "H", "H", "H"],
  "xyz": [[0.339, 0.124, -0.009], [1.710, 1.667, 1.020], [1.891, 3.791, 0.008], [0.683, 3.523, -2.087], [0.312, 1.047, -2.142], [-1.149, -5.499, 3.153], [-2.261, -4.534, 1.975], [-3.475, -5.073, 1.554], [-4.289, -4.437, 0.726], [-3.929, -3.243, 0.280], [-2.734, -2.627, 0.644], [-1.880, -3.288, 1.520], [-2.409, -1.299, 0.063], [-3.064, -0.681, -0.724], [-1.186, -0.848, 0.454], [-3.789, -6.050, 1.902], [-4.607, -2.742, -0.400], [-0.951, -2.838, 1.841], [1.428, -3.148, -1.072], [2.102, -1.562, -0.180], [3.664, -1.043, -1.183], [2.635, -2.257, 1.582], [3.811, -3.182, 1.490], [3.616, -4.561, 1.481], [4.694, -5.423, 1.346], [5.978, -4.914, 1.228], [6.182, -3.541, 1.258], [5.105, -2.680, 1.385], [2.084, -3.987, -0.835], [1.419, -2.995, -2.151], [0.418, -3.360, -0.727], [4.357, -1.880, -1.249], [4.142, -0.193, -0.701], [3.329, -0.751, -2.177], [1.750, -2.805, 1.917], [2.789, -1.428, 2.273], [2.615, -4.963, 1.588], [4.530, -6.492, 1.341], [6.820, -5.584, 1.123], [7.184, -3.140, 1.189], [5.278, -1.609, 1.421]],
  "forces_ev_per_angstrom": [[-0.1124, -0.1880, 0.3281], [-0.2005, -0.3483, -0.1789], [0.0323, 0.1230, 0.1728], [-0.1054, 0.0913, -0.1862], [0.0624, 0.0039, -0.2284], [-0.0072, 0.0175, -0.0285], [-0.0305, 0.0305, -0.0483], [0.2365, -0.0784, 0.1797], [-0.1514, -0.0142, -0.0933], [0.0288, 0.1646, -0.0709], [-0.1498, 0.0645, 0.0175], [-0.0609, -0.0661, 0.0062], [-0.0270, 0.1735, -0.5734], [-0.1491, -0.2166, 0.2332], [0.6354, 0.1634, 0.3925], [0.0052, 0.0113, 0.0057], [0.0167, 0.0076, 0.0079], [-0.0096, -0.0010, 0.0180], [0.0799, 0.0633, -0.0267], [-0.0001, -0.1246, 0.1373], [0.0010, -0.0256, 0.0378], [-0.1785, -0.0837, -0.0643], [-0.0095, -0.0289, -0.0356], [-0.0278, 0.0604, -0.0747], [0.0004, -0.0260, 0.0139], [0.0345, 0.0011, -0.0046], [0.0395, -0.0099, -0.0036], [0.0376, 0.0431, 0.0374], [0.0006, 0.0543, 0.0098], [-0.0220, 0.0571, 0.0291], [-0.0084, -0.0072, 0.0255], [-0.0116, -0.0004, 0.0242], [-0.0124, -0.0183, 0.0090], [-0.0005, 0.0004, 0.0097], [0.0043, 0.0699, 0.0463], [0.0770, 0.0774, -0.1322], [-0.0173, -0.0048, 0.0074], [0.0032, -0.0090, 0.0011], [0.0098, -0.0082, 0.0112], [0.0169, -0.0022, -0.0077], [-0.0304, -0.0168, -0.0040]]
}